(1)
A 3-piece molecular cluster, C5H7NO2 overall in a non-equilibrium geometry. Source: the OMol25 dataset; level of theory: ωB97M-V/def2-TZVPD.

Last column: natural (NBO) charge in e.
Geometry (Å):
H -1.9095 0.1642 1.5074  0.24
N 0.2851 1.6669 -0.0507  -0.39
H -1.2288 -1.1101 -1.2090  0.22
C 0.7880 2.5871 -0.7235  -0.10
C -1.7021 0.1068 0.3865  -0.50
H -2.2455 0.8280 -0.1439  0.23
C -1.8015 -1.2172 -0.3237  -0.59
H -2.9032 -1.3927 -0.5956  0.22
C 3.2988 -1.2493 -0.1540  1.03
O 3.4005 -1.5885 -1.2579  -0.52
H -1.2700 -1.9747 0.2002  0.22
C -0.4072 0.6902 0.1841  0.34
O 3.3356 -0.9595 0.9391  -0.50
H 1.3177 -0.1155 1.4261  -0.08
H 1.0420 3.5644 -0.1851  0.16

The strongest force on any atom comes out at 4.20 eV/A. The value obtained for the frontier orbital gap (alpha / beta) is 0.2820 / 0.2757 Ha. For the HOMO energy (alpha / beta), the calculation gives -8.160 / -7.938 eV.



(2)
C61H67B2N8OPRbS3 as an isolated structure. Source: the OMol25 dataset; level of theory: ωB97M-V/def2-TZVPD.

Last column: Löwdin charge in e.
Geometry (Å):
H -6.3976 -4.4009 1.7488  0.10
C -4.0811 -1.4751 0.6032  -0.27
H -0.7802 3.6320 -6.0811  0.10
H -7.0372 -2.9763 -0.1888  0.10
C 4.8873 0.2658 -2.4962  -0.27
C -2.4661 -2.1631 2.4659  -0.34
H -1.2349 -4.6138 -4.6627  -0.01
C 2.9743 1.1314 -3.1669  -0.27
C -0.4220 1.9832 4.0354  -0.13
C -3.9894 1.2988 0.9420  -0.36
H -0.6967 -2.5521 -0.4217  0.00
H 0.2788 5.4750 -1.3542  0.06
H 2.7116 -3.4642 3.2439  0.08
H 0.9809 -4.8701 1.9302  0.08
C 4.8431 0.1975 1.8072  -0.27
P -3.0398 -0.0132 0.0581  1.08
C -5.7620 -3.5837 1.4308  -0.07
C -2.0044 -4.1882 -0.8093  -0.07
H 0.0970 -4.7865 3.4549  0.08
H -1.3849 -1.6723 5.0914  0.12
C 1.8435 3.9640 -1.2614  -0.52
C 2.2709 2.3264 4.5191  -0.04
H 6.3987 -1.2669 -2.3711  0.07
H 2.5905 4.6996 -1.5685  0.08
H 0.2620 0.7849 -3.0870  0.01
C 1.8426 5.1905 1.2306  -0.52
H -2.2520 1.7592 2.0849  0.06
C -4.5802 -3.3229 2.1000  -0.02
C 1.7617 -3.7511 -0.6935  -0.26
H -5.5826 -1.1497 -0.8910  0.10
C -1.1494 -2.4610 -3.8567  -0.28
C 4.3375 1.0330 -3.4949  0.02
H 3.1420 -5.5250 -0.7216  0.10
C -5.2877 -1.7514 -0.0419  -0.09
C -5.2557 3.2757 2.4628  -0.09
H -1.0233 -7.3268 -1.5835  0.10
C -1.2330 -2.4236 4.3168  -0.07
C -6.1165 -2.7903 0.3522  -0.07
H 5.8227 -3.3224 0.5639  0.07
C -3.6274 0.2311 -1.6766  -0.38
H 0.7968 6.2048 2.8124  0.08
H -3.0877 -5.9856 -1.2593  0.10
H 1.0197 -2.4763 1.6802  0.11
C -0.3790 -1.9084 3.1514  -0.26
H 3.3246 2.4666 4.7208  0.10
H 3.3283 3.0532 -5.0141  0.10
H 6.7859 0.1947 -1.4732  0.06
H -3.3821 -1.8345 -2.2507  0.09
H 1.6699 -3.0446 4.6092  0.08
H -2.8338 4.0508 0.0422  0.05
C 6.3096 -0.1799 -2.3791  -0.02
N -1.3721 -1.6602 2.0843  0.17
C 0.7195 -2.8543 2.6591  -0.37
H 6.4529 -1.2162 1.5443  0.07
C 6.2900 -0.1414 1.6271  -0.02
H -0.8574 -3.3378 4.7700  0.11
C 0.4575 4.4576 -1.7037  -0.49
H -4.2852 -3.9336 2.9411  0.12
C 0.4096 -4.3339 -0.8513  -0.16
C 1.3400 2.8921 5.3773  -0.10
H -2.1862 6.1156 1.2017  0.07
C -3.7330 -2.2898 1.6971  -0.13
H 1.3128 4.5770 3.2367  0.05
H 1.1778 -6.2775 -1.3407  0.10
H -3.9094 -1.4843 -4.5920  0.10
H -2.3763 5.3164 -1.0904  0.08
C -3.9097 1.5095 -2.1635  -0.12
C -0.9571 -6.2811 -1.3106  -0.08
S -0.9219 3.4232 -1.1465  0.85
C -0.7580 -3.5960 -0.6756  -0.08
C -0.0179 2.7101 5.1467  -0.10
H -1.4363 1.9114 -4.4048  0.10
C -0.0270 3.1332 -5.4831  -0.10
C -3.3017 1.9824 1.9377  -0.12
H 6.8392 0.2226 2.4959  0.08
C 0.2867 -5.6847 -1.1734  -0.03
C -3.6413 -0.8337 -2.5772  -0.12
S 2.1014 3.5609 0.4818  0.90
H 2.3596 -1.7648 3.5856  0.07
C 2.9774 -4.4614 -0.6480  0.02
C -3.9269 2.9631 2.7044  -0.10
N 1.9828 -2.4483 -0.5537  0.04
C -5.9537 2.6041 1.4602  -0.08
B -1.8578 -3.5723 -4.7472  -0.47
H -0.6990 -4.3509 1.9268  0.08
N 3.8945 -0.0514 -1.6259  0.03
C 0.5743 1.5340 -3.7910  -0.06
C -4.2390 0.6365 -4.3810  -0.09
C 2.9108 0.9440 2.5577  -0.31
N -0.7597 -1.6071 -3.1816  0.03
H -0.6070 6.1239 0.4430  0.06
H -2.9887 -3.7144 -4.2981  -0.01
N 3.8345 -0.1609 0.9699  0.04
C 0.2381 -4.2937 2.4871  -0.04
H -5.8835 1.1065 -0.0648  0.11
H 5.6241 -4.7858 -0.4074  0.08
N 3.3286 -2.2956 -0.4361  0.03
C -0.3943 2.1720 -4.5516  -0.07
H -6.9918 2.8485 1.2655  0.10
H -5.7503 4.0423 3.0477  0.10
H 0.4365 4.4769 -2.7951  0.06
C 0.5118 1.4453 3.1572  -0.06
H 0.1883 0.8988 2.2788  0.10
H -3.8865 2.3611 -1.4965  0.08
H 2.8077 5.5813 1.5592  0.07
C 4.2883 0.9064 2.8415  0.01
B 4.0707 -0.9394 -0.3590  -0.49
H 0.0878 -0.9635 3.4211  0.11
C 0.8977 5.1867 2.4297  -0.52
H 2.0884 3.0360 -1.7740  0.03
H -0.7537 3.1315 5.8204  0.10
C -1.3974 5.4697 0.8118  -0.51
C -5.3281 1.6202 0.7115  -0.09
H 6.8640 0.2011 -3.2367  0.08
H -2.9018 -3.5932 -0.6794  0.09
C -1.9874 4.6366 -0.3281  -0.53
C -4.2142 1.7122 -3.5022  -0.10
C 1.8774 1.5804 3.4036  -0.17
H 4.8239 1.3326 3.6746  0.10
O -2.5149 -2.7152 3.7136  -0.01
C -2.1122 -5.5332 -1.1292  -0.08
N 2.7157 0.4777 -2.0380  0.07
C 1.9339 -2.7735 3.5792  -0.05
H 5.9733 -3.2390 -1.1874  0.07
C 1.9261 1.8248 -3.9488  -0.17
Rb 0.1773 -0.3022 -0.8267  0.59
C 2.2834 2.7968 -4.8848  -0.04
H 1.6768 3.4672 6.2322  0.10
H -3.3647 3.4940 3.4636  0.09
H 1.6207 4.1971 -6.3651  0.10
C 1.3188 3.4470 -5.6429  -0.09
N 2.6391 0.2924 1.4329  0.13
C 5.4237 -3.7146 -0.3732  -0.03
H -1.9036 -3.1733 -5.8980  -0.01
S -0.7461 4.4792 2.1769  0.88
C -3.9476 -0.6376 -3.9168  -0.06
H -4.4638 0.7940 -5.4293  0.10
H 6.7177 0.3230 0.7380  0.07
H -4.4195 2.7150 -3.8582  0.10
H 5.2317 -1.2223 -0.3446  0.09
H 1.4782 5.8660 0.4557  0.06
H -1.4804 1.8406 3.8541  0.08
H 4.8530 1.4241 -4.3580  0.10
C 3.9470 -3.5027 -0.4868  -0.27

The strongest force on any atom comes out at 0.73 eV/A. The value obtained for the frontier orbital gap is 0.2700 Ha. Its charge is -1. For the HOMO energy, the calculation gives -5.550 eV.



(3)
A 14-piece molecular cluster, C6H42N2O13 overall in a non-equilibrium geometry. Source: the OMol25 dataset; level of theory: ωB97M-V/def2-TZVPD.

Last column: natural (NBO) charge in e.
Geometry (Å):
H -3.9411 2.6338 0.7678  0.46
C 1.2305 -2.1278 -0.3655  -0.21
O 1.9977 0.9196 -4.4072  -0.99
H -0.2720 -4.2101 -0.0338  0.19
O -1.0967 -1.0862 -2.0958  -0.99
H -1.1142 -1.2338 3.3609  0.48
O -1.0112 4.2658 2.6821  -0.96
O -3.2614 3.0390 0.2068  -0.94
H -3.3645 -2.2732 1.7433  0.20
H 3.1689 -1.3167 -0.5196  0.19
H 2.6534 4.7404 -0.4874  0.47
O 3.3192 3.1234 -2.8733  -0.95
H 3.6647 2.2242 -3.0054  0.48
H -1.4967 0.1026 2.6879  0.48
H 0.7266 -2.7151 -4.2708  0.50
C -0.7802 -3.4322 0.5469  -0.21
H 2.8068 3.3187 -1.2066  0.50
C 2.3564 -0.4427 1.2605  -0.24
C -2.2057 -3.2019 0.0723  -0.44
H -2.1091 1.6407 3.3175  0.48
H -4.1621 -3.6031 0.8929  0.21
N 1.6090 0.6589 0.6391  -0.92
O -1.4542 -0.3512 3.5500  -0.97
H 0.7406 2.4184 -2.0698  0.50
H -0.3582 -1.3797 0.7665  0.35
O 0.5935 1.5435 -1.6867  -0.97
O 0.2692 -2.9390 -3.4561  -0.95
H 1.8122 -0.7344 2.1687  0.18
H -0.9029 -0.2243 -3.6436  0.50
H 1.8530 0.7721 -3.4664  0.49
H 3.1292 -2.4603 0.7223  0.21
H -0.3621 1.4205 -1.7331  0.50
H 3.2500 -0.0427 1.7513  0.20
H -0.6480 -3.7346 1.6055  0.19
C -3.2044 -3.2501 1.2705  -0.61
H -0.6565 -1.8211 -2.5995  0.50
H -0.4540 -1.0376 -1.3544  0.48
H -0.8093 5.1735 2.4353  0.47
H -2.8298 -3.8699 2.0915  0.20
H -0.3466 -3.6660 -3.5686  0.49
O 1.9080 0.7977 4.0620  -0.95
H 2.0539 1.5593 0.7742  0.39
H 1.4196 0.3315 -4.9044  0.50
O -0.7794 -0.0766 -4.6015  -1.01
H 1.4359 0.6077 -0.3522  0.39
H 0.9897 0.6081 3.8344  0.48
H -1.5541 0.3383 -4.9820  0.48
O -0.8562 1.3832 1.5043  -0.97
H -0.3263 0.5713 1.4974  0.48
H -2.4725 -4.0905 -0.5190  0.20
H -2.3293 -2.2358 -0.4284  0.24
H -3.1288 1.6727 4.4142  0.48
O 2.4392 3.8097 -0.4490  -0.99
H 1.0676 -1.3526 -1.1251  0.14
H -0.1559 1.9849 1.7919  0.50
O -2.7662 2.2232 3.7112  -0.97
C 2.5584 -1.6013 0.3489  -0.41
N 0.1214 -2.2394 0.5556  -0.68
H -2.5484 2.8818 0.8485  0.48
H -1.9218 4.2713 3.0025  0.49
H 2.1138 1.6906 3.7871  0.47
H 1.5701 -3.0894 -0.7558  0.22
H 2.8213 3.1129 -3.7110  0.50

The strongest force on any atom comes out at 2.62 eV/A. The value obtained for the frontier orbital gap is 0.3170 Ha. For the HOMO energy, the calculation gives -8.560 eV.



(4)
One molecule with the formula C6H12O. Source: the OMol25 dataset; level of theory: ωB97M-V/def2-TZVPD.

Last column: natural (NBO) charge in e.
Geometry (Å):
H 3.1873 1.1765 -0.4042  0.19
C -1.7257 -1.0915 0.1992  -0.42
H 0.2749 -0.1022 2.0204  0.19
C -1.1518 1.4205 0.0321  -0.60
H 2.0628 0.0179 -1.1684  0.17
H -0.4108 2.0510 -0.4688  0.22
O 1.5806 0.7204 0.7375  -0.54
H 3.1434 -0.5216 0.1484  0.16
H -2.0981 1.4964 -0.5149  0.21
C -0.6811 -0.0158 0.1072  -0.09
H -0.2097 -1.6759 -1.3200  0.21
H -1.4589 -0.4906 -1.9328  0.22
H -1.5162 -1.9645 0.8139  0.21
H -2.7668 -0.7803 0.2107  0.22
C 0.5569 -0.2250 0.9665  -0.05
H 0.9407 -1.2505 0.8286  0.17
C 2.5296 0.3200 -0.2195  -0.25
C -0.9434 -0.9133 -1.0729  -0.42
H -1.3138 1.8284 1.0370  0.21

The strongest force on any atom comes out at 0.34 eV/A. The value obtained for the frontier orbital gap is 0.3921 Ha. Its structure (SMILES) is COCC1(C)CC1. For the HOMO energy, the calculation gives -9.634 eV.



(5)
One molecule with the formula C3H5FOS in a non-equilibrium geometry. Source: the OMol25 dataset; level of theory: ωB97M-V/def2-TZVPD.

Last column: natural (NBO) charge in e.
Geometry (Å):
O 0.9560 -0.7692 -1.0979  -0.70
S 0.5772 1.4932 0.4209  -0.03
H 0.2531 -0.7707 -1.7669  0.49
H 1.4159 0.9062 -0.4755  0.18
F -1.5147 -0.1571 -0.8367  -0.34
C -1.0585 -0.7772 0.2581  0.16
H -1.8315 -1.3683 0.7142  0.19
C 0.0744 -0.1177 1.0479  -0.42
C 0.3593 -1.2154 0.1055  0.03
H 0.6748 -2.1740 0.4839  0.20
H -0.0142 -0.2567 2.1534  0.25

The strongest force on any atom comes out at 2.10 eV/A. The value obtained for the frontier orbital gap is 0.3495 Ha. Its structure (SMILES) is O[C@@H]1[C@H](F)[C@@H]1S. For the HOMO energy, the calculation gives -8.730 eV.



(6)
C22H33As2BaNO3 as an isolated structure in a non-equilibrium geometry. Source: the OMol25 dataset; level of theory: ωB97M-V/def2-TZVPD.

Last column: Löwdin charge in e.
Geometry (Å):
C -2.3539 -1.2793 2.8115  -0.44
H -3.8182 2.9140 3.0336  0.05
H 2.1588 3.3641 -0.6652  0.11
C -4.9797 0.9693 0.4154  -0.45
H 8.5054 0.7928 0.4405  0.09
H -3.2183 1.2215 2.9152  -0.06
Ba -1.8368 -0.2446 -0.0567  1.91
C 1.2224 -2.0213 -4.5340  -0.06
H -7.7432 -1.4897 -0.8730  0.12
H 2.5174 -0.2380 -4.2882  0.15
H -1.9079 -0.2825 2.9509  0.00
H -2.1556 -1.8941 3.6948  0.04
H 1.5972 1.8315 0.2638  0.13
H -5.5825 2.2160 -1.2704  0.09
H 0.9161 -1.5636 -5.4676  0.15
C -5.1160 -0.3153 1.0068  -0.43
H -3.8944 0.2492 4.6763  0.03
C -6.0676 -1.2100 0.4792  -0.16
C 2.0274 -1.0494 -3.7415  -0.05
H -1.9091 -1.8511 1.9737  -0.06
H -5.4238 -0.6697 4.8021  0.03
H -4.8109 4.0211 -0.6195  0.03
C -0.1692 -1.3148 -2.9223  -0.43
C -3.1095 2.2450 2.5338  -0.32
C -4.4299 3.9707 0.4072  -0.29
H -6.1414 -2.2327 0.8702  0.08
O 0.0194 -2.3183 -3.7605  0.12
C -4.7926 -0.0667 4.1366  -0.32
C 4.7553 -1.9812 0.3503  0.04
O -1.2426 -1.1464 -2.2946  -0.18
C 1.1986 0.4299 -1.8436  -0.32
H 2.7476 -1.5342 -3.0601  0.15
H -7.4955 0.7695 -1.9105  0.12
C 1.9745 1.5989 -1.8228  -0.04
C 8.1954 -0.2467 0.4275  -0.06
H -5.3669 0.7851 3.7622  0.03
C 6.2859 0.7547 -0.1021  0.04
C -5.7648 1.2905 -0.7112  -0.13
H -5.2407 4.0322 1.1427  0.06
H -3.6886 4.7668 0.5603  0.04
H 4.4961 -2.9765 0.0188  0.04
N 0.9678 -0.4911 -2.8708  0.10
C 1.6052 2.3901 -0.7481  0.12
C 6.7357 -0.4651 0.2471  -0.34
H 4.0041 -1.5911 1.0317  0.05
H 6.1069 1.0135 -1.1344  0.07
H 8.8013 -0.6726 -0.3606  0.10
C -6.9478 -0.8175 -0.5407  -0.05
C 6.1019 -1.7193 0.2920  -0.33
H 7.8621 -2.6895 -0.3319  0.07
As -4.3569 -1.3242 2.6882  1.21
C 7.0929 -2.8297 0.4123  -0.06
H 2.6439 1.8794 -2.6611  0.14
O 0.3696 0.4420 -0.8423  -0.37
H 1.7191 -2.9654 -4.6940  0.15
H 6.7569 -3.8531 0.3721  0.08
H 6.1469 1.5029 0.6638  0.08
H 7.7325 -2.7661 1.2820  0.09
As -3.4538 2.2963 0.6125  1.00
H 8.6336 -0.6769 1.3079  0.08
H -2.0766 2.5962 2.6735  0.04
C -6.8030 0.4449 -1.1286  -0.05

The strongest force on any atom comes out at 5.55 eV/A. The value obtained for the frontier orbital gap (alpha / beta) is 0.1459 / 0.1616 Ha. Its charge is +2. For the HOMO energy (alpha / beta), the calculation gives -11.093 / -11.517 eV.